1.
3 unconnected molecules or ions with the total composition C14H22O11S. Source: the OMol25 dataset; level of theory: ωB97M-V/def2-TZVPD.

Last column: Löwdin charge in e.
Positions of all 48 atoms, in Å:
O: 3.03 0.07 2.29  0.1111
C: 2.45 -0.58 3.14  -0.5048
O: 2.57 -1.94 3.15  0.1080
C: 1.58 0.02 4.21  -0.0959
C: 0.56 1.00 3.60  -0.1580
C: -0.07 0.43 2.34  -0.1500
C: -1.47 0.95 2.03  -0.3083
C: -2.52 0.74 3.13  -0.1309
C: -3.57 -0.30 2.73  -0.1891
C: -2.81 -1.54 2.23  -0.1929
S: -2.17 -1.11 0.62  0.6166
O: -3.23 -1.26 -0.33  -0.2527
O: -0.95 -1.80 0.36  -0.2735
O: -1.95 0.47 0.75  -0.1878
H: 1.75 -2.32 3.48  0.1048
H: 1.05 -0.74 4.78  0.1182
H: 2.24 0.56 4.89  0.1315
H: 1.11 1.91 3.38  0.1242
H: -0.15 1.26 4.38  0.1063
H: -0.03 -0.66 2.34  0.1010
H: 0.55 0.75 1.51  0.1189
H: -1.36 2.02 1.89  0.1566
H: -2.07 0.42 4.06  0.1106
H: -3.06 1.68 3.29  0.1217
H: -4.15 0.06 1.88  0.1147
H: -4.22 -0.54 3.56  0.1188
H: -1.98 -1.71 2.91  0.0997
H: -3.42 -2.42 2.13  0.1132
O: 2.62 2.44 -2.99  0.1617
C: 2.56 1.39 -2.42  -0.5768
O: 2.35 1.24 -1.10  0.0697
C: 2.10 -0.15 -0.85  -0.1135
C: 2.78 -0.82 -2.02  -0.0967
O: 2.70 0.19 -3.03  0.0305
H: 2.51 -0.45 0.11  0.1096
H: 1.02 -0.33 -0.84  0.1197
H: 3.84 -1.04 -1.83  0.1348
H: 2.29 -1.73 -2.34  0.1355
O: -2.06 -0.93 -7.22  0.1655
C: -1.26 -0.35 -6.57  -0.5750
O: -1.50 0.80 -5.88  0.0586
C: -0.37 1.07 -5.04  -0.1157
C: 0.74 0.32 -5.75  -0.1118
O: 0.03 -0.74 -6.40  0.0596
H: -0.20 2.14 -4.97  0.1336
H: -0.58 0.67 -4.04  0.1313
H: 1.23 0.94 -6.50  0.1366
H: 1.48 -0.07 -5.07  0.1107

Summary:
- SMILES string = O=C(O)CCC[C@@H]1CCCS(=O)(=O)O1.O=C1OCCO1.O=C1OCCO1
- 2S+1 = 1
- orbital gap (eV) = 10.52
- calculated total energy (eV) = -48232.5923

***

2.
A molecular structure, C14H22O6PbS. Source: the OMol25 dataset; level of theory: ωB97M-V/def2-TZVPD.

Last column: Löwdin charge in e.
Positions of all 44 atoms, in Å:
Pb: -2.35 0.57 -1.70  1.5532
O: -0.40 2.19 -4.60  0.0913
C: -0.10 1.64 -3.57  -0.6230
O: -0.73 1.82 -2.45  -0.2836
C: 1.12 0.70 -3.51  -0.0965
C: 1.78 0.63 -2.12  -0.2710
C: 3.20 0.07 -2.30  -0.0995
C: 2.89 -1.41 -2.59  -0.0955
C: 1.35 -1.42 -2.46  -0.2652
O: 1.11 -0.44 -1.46  -0.0787
C: 0.76 -0.80 -3.74  -0.0962
C: -0.74 -1.09 -3.91  -0.6073
O: -1.18 -1.41 -4.99  0.0906
O: -1.47 -1.04 -2.83  -0.2788
H: 1.81 1.05 -4.27  0.1543
H: 1.70 1.54 -1.53  0.1554
H: 3.78 0.17 -1.37  0.1079
H: 3.74 0.58 -3.10  0.1135
H: 3.35 -2.06 -1.84  0.1095
H: 3.22 -1.73 -3.58  0.1140
H: 0.91 -2.37 -2.17  0.1610
H: 1.24 -1.18 -4.64  0.1530
C: -3.52 -0.09 4.92  -0.1016
C: -2.59 0.10 3.73  -0.3028
C: -2.41 -1.21 2.99  -0.3288
S: -1.39 -1.14 1.44  0.9728
O: -2.04 -0.03 0.67  -0.7544
C: 0.18 -0.42 2.09  -0.3227
C: 0.20 1.09 1.95  -0.3019
C: 1.54 1.65 2.38  -0.0912
H: -3.64 0.84 5.48  0.0755
H: -3.13 -0.83 5.61  0.0760
H: -4.50 -0.42 4.59  0.0764
H: -1.63 0.46 4.10  0.0981
H: -3.01 0.85 3.05  0.1122
H: -3.39 -1.57 2.65  0.0935
H: -1.96 -1.97 3.62  0.0931
H: 0.96 -0.84 1.46  0.0830
H: 0.32 -0.76 3.11  0.0949
H: -0.59 1.54 2.55  0.0946
H: 0.00 1.34 0.90  0.0979
H: 1.74 1.44 3.43  0.0760
H: 1.56 2.73 2.25  0.0771
H: 2.34 1.22 1.78  0.0739

Summary:
- 2S+1 = 1
- orbital gap (eV) = 8.94
- calculated total energy (eV) = -43243.5212

***

3.
A molecular structure, C14H23BBeCl4F4N5. Source: the OMol25 dataset; level of theory: ωB97M-V/def2-TZVPD.

Last column: Löwdin charge in e.
Positions of all 52 atoms, in Å:
Be: 0.15 -0.59 2.90  1.1073
B: 0.44 -0.09 0.00  -1.3752
F: 1.06 -1.09 0.74  0.0759
F: -0.31 -0.51 -1.11  0.1242
F: -0.49 0.53 0.88  0.0618
F: 1.35 0.87 -0.42  0.1293
C: -3.36 -1.32 -0.14  -0.0082
C: -2.32 -1.72 0.79  -0.2414
N: -1.49 -2.05 1.50  0.1666
H: -2.88 -1.44 -1.12  0.0998
H: -3.53 -0.24 -0.10  0.0832
H: -4.27 -1.88 0.02  0.1003
C: 1.03 4.17 1.97  -0.0079
C: 0.66 2.92 2.64  -0.2015
N: 0.36 1.93 3.14  0.1637
H: 1.77 3.97 1.20  0.0977
H: 1.48 4.81 2.73  0.0987
H: 0.12 4.64 1.59  0.0924
C: -2.86 2.76 4.10  -0.0272
C: -2.47 1.45 3.55  -0.2369
N: -2.22 0.43 3.09  0.1547
H: -3.81 2.94 3.59  0.0749
H: -2.10 3.49 3.87  0.0771
H: -3.11 2.71 5.16  0.0954
C: -2.38 2.87 -0.88  -0.0519
C: -3.42 2.96 0.16  -0.2582
N: -4.23 3.05 0.96  0.1421
H: -2.54 1.98 -1.47  0.0835
H: -1.39 2.90 -0.43  0.0693
H: -2.40 3.67 -1.62  0.0902
C: 4.19 0.36 0.08  -0.0196
C: 3.44 0.23 1.31  -0.2478
N: 2.82 0.14 2.27  0.1574
H: 5.09 -0.25 0.17  0.1026
H: 4.37 1.42 -0.03  0.1024
H: 3.59 -0.01 -0.75  0.0803
Cl: 0.53 -2.38 -4.97  0.5167
C: 1.50 -1.68 -3.61  -0.6545
C: 1.57 -0.16 -3.69  -0.6856
Cl: 2.45 0.37 -5.12  0.5662
H: 2.49 -2.13 -3.58  0.0695
H: 0.98 -1.92 -2.69  0.0200
H: 2.01 0.22 -2.77  0.0539
H: 0.60 0.30 -3.85  0.0604
Cl: 2.49 -3.57 -0.47  0.5264
C: 0.82 -4.22 -0.86  -0.6064
C: 0.89 -5.56 -1.60  -0.6600
Cl: 1.17 -5.30 -3.32  0.5832
H: 0.27 -3.40 -1.32  0.0457
H: 0.31 -4.38 0.09  0.0632
H: -0.08 -6.02 -1.41  0.0773
H: 1.67 -6.18 -1.16  0.0689

Summary:
- total charge = +1
- 2S+1 = 1
- orbital gap (eV) = 4.93
- calculated total energy (eV) = -84375.4526

***

4.
2 unconnected molecules or ions with the total composition C14H23BCl3O4S. Source: the OMol25 dataset; level of theory: ωB97M-V/def2-TZVPD.

Last column: Löwdin charge in e.
Positions of all 46 atoms, in Å:
C: 1.76 3.47 1.19  -0.1109
O: 2.50 3.65 -0.05  -0.2062
C: 2.02 2.80 -1.11  -0.2116
C: 2.83 1.41 -1.21  -0.1318
C: 2.05 0.19 -0.49  -0.2007
C: 2.78 -0.18 0.92  -0.3079
S: 2.10 -1.71 1.72  1.1429
C: 0.22 -1.73 1.52  -0.3127
O: -0.18 -2.14 0.18  -0.1892
C: -1.54 -1.65 0.00  -0.2070
C: -1.75 -0.26 -0.67  0.0096
C: -3.20 0.32 -0.85  -0.0428
C: -4.40 -0.54 -0.37  -0.0584
C: -4.22 -1.96 0.25  -0.0382
C: -2.78 -2.50 0.45  0.0076
C: 2.64 -3.26 0.86  -0.2141
B: 3.62 -3.03 -0.42  -0.5411
O: 3.08 -2.97 -1.77  0.0996
O: 5.06 -2.89 -0.33  0.0955
H: 1.43 4.49 1.56  0.1052
H: 2.44 3.01 1.99  0.0888
H: 0.85 2.80 1.10  0.0874
H: 0.89 2.61 -1.04  0.1173
H: 2.22 3.37 -2.09  0.1395
H: 3.86 1.50 -0.72  0.1218
H: 3.00 1.12 -2.30  0.1220
H: 1.96 -0.70 -1.19  0.1055
H: 1.03 0.63 -0.17  0.0783
H: 2.49 0.69 1.63  0.0998
H: 3.92 -0.17 0.82  0.1246
H: -0.16 -0.69 1.81  0.1308
H: -0.16 -2.46 2.34  0.1384
H: -0.91 0.40 -1.06  0.0820
H: -3.34 1.35 -1.34  0.0811
H: -5.44 -0.08 -0.52  0.0310
H: -5.15 -2.54 0.57  0.1038
H: -2.61 -3.53 0.91  0.1027
H: 3.21 -3.89 1.62  0.1124
H: 1.71 -3.86 0.54  0.1171
H: 2.10 -3.09 -1.74  0.1028
H: 5.39 -3.50 -1.04  0.1300
C: -6.33 3.19 -0.27  -1.5185
Cl: -5.87 3.31 -1.98  0.5270
Cl: -7.21 1.68 0.03  0.5475
Cl: -4.90 3.30 0.77  0.5204
H: -6.99 4.03 -0.04  0.0188

Summary:
- total charge = +1
- 2S+1 = 1
- orbital gap (eV) = 8.79
- calculated total energy (eV) = -72148.9566